The following is a DFT calculation (the ωB97M-V functional and the def2-TZVPD basis) of a single C3H3OP molecule at a distorted geometry.

Molecular weight = 86.0 g/mol
Electronic energy = -532.60186 Ha
HOMO-LUMO gap = 9.01 eV
LUMO = -0.7723 eV
Relative energy (zero: lowest compared OMol25 entry of this formula, charge and spin) = 211.01 kJ/mol
Net charge = 0
Maximum force = 4.93 eV/A

XYZ file:
```
8
Properties=species:S:1:pos:R:3:forces:R:3
C -0.1753 1.9319 -0.3874 -0.1 0.1 0.2
C -0.2800 0.7719 -0.1294 -0.3 -4.9 0.2
C -0.4034 -0.9411 0.0187 0.0 4.5 -0.2
O -2.3528 -2.5020 -0.8599 -0.2 -0.8 -0.6
P -2.2305 -1.3409 0.0176 0.5 0.8 0.5
H -0.0739 2.9666 -0.5328 0.0 0.6 -0.1
H 0.0763 -1.1575 0.9711 0.0 -0.2 0.0
H 0.1314 -1.3598 -0.8257 0.0 -0.1 0.0
```
Positions in Å, forces in eV/Å.